No. 1
46
Properties=species:S:1:pos:R:3 method="wB97M-V/def2-TZVPD" multiplicity=1 gap_ev=8.816 max_force_ev_per_a=1.5 mol_weight_g_mol=350.44 energy_ev=-39991.296
C -0.22 -1.00 4.80
H -0.30 -1.66 5.67
H -0.06 -1.62 3.92
C 0.94 -0.03 5.00
H 1.88 -0.58 5.08
C 1.05 0.98 3.85
N 1.35 0.34 2.59
C 2.62 0.19 2.15
O 3.59 0.69 2.67
C 2.71 -0.64 0.88
H 3.75 -0.70 0.56
H 2.09 -0.21 0.09
S 2.13 -2.37 1.17
O 0.79 -2.26 1.76
C 1.81 -2.74 -0.65
C 0.62 -1.97 -1.05
C -0.70 -2.31 -0.94
O -1.43 -1.24 -1.33
C -0.53 -0.28 -1.64
N 0.70 -0.68 -1.48
C -0.96 1.03 -2.07
C -2.32 1.32 -2.18
C -2.73 2.59 -2.60
C -1.77 3.55 -2.90
C -0.42 3.25 -2.79
C -0.01 2.00 -2.38
H 1.04 1.76 -2.29
H 0.31 4.01 -3.02
H -2.06 4.54 -3.22
O -4.08 2.77 -2.67
C -4.56 4.03 -3.07
H -5.65 3.95 -3.04
H -4.24 4.28 -4.08
H -4.25 4.82 -2.38
H -3.06 0.58 -1.95
C -1.38 -3.55 -0.49
H -1.03 -4.41 -1.06
H -2.46 -3.45 -0.63
H -1.17 -3.72 0.56
H 2.70 -2.45 -1.20
H 1.63 -3.81 -0.72
H 0.66 -0.31 2.23
H 0.12 1.53 3.74
H 1.87 1.68 4.05
H 0.80 0.53 5.93
H -1.16 -0.46 4.69

No. 2
47
Properties=species:S:1:pos:R:3 method="wB97M-V/def2-TZVPD" multiplicity=1 total_charge=+4 gap_ev=5.147 max_force_ev_per_a=0.6 mol_weight_g_mol=581.17 energy_ev=-96280.998
W 0.89 1.19 0.40
C -0.32 5.65 1.20
C 0.59 4.42 1.02
C 1.01 4.23 -0.44
C -0.11 3.15 1.44
C 0.31 2.38 2.55
C -0.22 1.09 2.76
C -1.31 0.57 2.00
C -1.93 -0.72 2.33
C -1.72 1.35 0.89
C -1.11 2.59 0.61
H 0.22 6.54 0.85
H -0.58 5.81 2.24
H -1.23 5.56 0.61
H 1.47 4.54 1.65
H 0.21 4.42 -1.16
H 1.39 3.19 -0.68
H 1.87 4.86 -0.71
H 1.09 2.75 3.20
H 0.18 0.48 3.56
H -2.55 -1.13 1.53
H -2.59 -0.55 3.20
H -1.20 -1.46 2.68
H -2.51 0.99 0.24
H -1.42 3.13 -0.28
O 0.11 -0.89 -2.89
C 0.34 -0.59 -1.81
O 0.53 0.81 -1.32
C 0.58 -1.51 -0.55
O 0.54 -2.66 -0.51
O 0.88 -0.63 0.57
C 3.97 -1.28 2.28
N 4.45 -0.93 0.93
C 5.36 -1.68 0.23
C 5.66 -1.00 -0.91
N 4.93 0.16 -0.91
C 5.02 1.21 -1.95
C 4.18 0.18 0.21
Se 3.26 1.72 0.81
H 4.83 -1.33 2.95
H 3.48 -2.25 2.25
H 3.28 -0.52 2.63
H 5.74 -2.61 0.61
H 6.35 -1.24 -1.71
H 5.78 0.90 -2.66
H 5.34 2.15 -1.50
H 4.07 1.31 -2.47

No. 3
42
Properties=species:S:1:pos:R:3 method="wB97M-V/def2-TZVPD" multiplicity=1 gap_ev=8.363 max_force_ev_per_a=3.4 mol_weight_g_mol=286.44 energy_ev=-31800.433 smiles="CSC[C@@H]1C=C2c3cccc4c3[C@@H](CN4)C[C@H]2N(C)C1"
S 2.43 3.54 -1.11
C -0.04 -0.02 -0.51
C 1.05 0.57 -1.13
C -2.64 -0.70 -3.29
C -1.49 -0.15 -2.69
C -3.49 -1.60 -2.60
C -1.24 -0.45 -1.32
C -3.22 -1.87 -1.27
C -2.15 -1.25 -0.63
N -3.81 -2.68 -0.34
N 1.38 -0.33 1.57
C 2.90 5.10 -0.28
C 1.64 -0.06 3.02
C -2.92 -2.92 0.84
C -0.57 -1.75 1.16
C 2.30 2.27 0.22
C 2.51 -0.26 0.66
C -2.05 -1.69 0.81
C 0.03 -0.37 1.01
C 2.34 0.86 -0.41
H 1.08 0.79 -2.17
H -2.83 -0.47 -4.34
H -0.84 0.45 -3.30
H -4.26 -2.10 -3.12
H -4.42 -3.39 -0.66
H 2.06 5.72 0.06
H 3.44 5.71 -1.03
H 3.51 4.90 0.62
H 1.45 1.00 3.25
H 0.93 -0.64 3.58
H 2.63 -0.34 3.34
H -2.36 -3.87 0.68
H -3.50 -3.00 1.76
H -0.07 -2.49 0.47
H -0.45 -2.11 2.21
H 1.38 2.41 0.78
H 3.13 2.37 0.93
H 3.47 -0.18 1.15
H 2.59 -1.21 0.13
H -2.49 -0.92 1.46
H -0.64 0.33 1.53
H 3.23 0.82 -1.06

No. 4
49
Properties=species:S:1:pos:R:3 method="wB97M-V/def2-TZVPD" multiplicity=1 total_charge=-1 gap_ev=2.523 max_force_ev_per_a=6.8 mol_weight_g_mol=380.38 energy_ev=-36775.488
C -0.26 -2.59 0.82
C -0.41 -1.06 0.19
O -0.48 -0.03 1.28
C -1.19 1.15 0.76
C -2.83 1.01 0.73
N -3.46 0.52 2.01
C -3.78 -0.95 1.97
O -4.68 -1.36 0.88
O -5.72 -0.59 0.78
H -0.92 -2.74 1.80
H -0.69 -3.31 -0.02
H 0.86 -2.86 1.05
H 0.49 -0.77 -0.53
H -1.40 -1.08 -0.45
H -0.84 1.31 -0.37
H -0.87 2.15 1.32
H -3.11 0.40 -0.23
H -3.25 2.11 0.55
H -2.81 -1.65 2.00
H -4.36 -1.21 2.98
H -5.97 -0.64 -0.21
C 5.95 -4.25 3.44
C 4.81 -4.96 3.06
C 4.06 -4.54 1.96
C 4.46 -3.41 1.24
C 5.60 -2.69 1.62
C 6.34 -3.11 2.73
N 3.69 -2.98 0.07
O 2.68 -3.63 -0.23
O 4.10 -1.99 -0.56
H 6.53 -4.58 4.30
H 4.50 -5.84 3.62
H 3.17 -5.10 1.68
H 5.92 -1.80 1.08
H 7.23 -2.56 3.03
C -0.66 4.73 -4.78
C -0.03 4.29 -3.61
C -0.77 4.16 -2.43
C -2.13 4.47 -2.43
C -2.76 4.92 -3.60
C -2.02 5.05 -4.77
N -2.92 4.30 -1.20
O -2.32 3.92 -0.18
O -4.13 4.55 -1.25
H -0.08 4.83 -5.69
H 1.03 4.05 -3.62
H -0.26 3.81 -1.53
H -3.82 5.17 -3.61
H -2.50 5.40 -5.68

No. 5
43
Properties=species:S:1:pos:R:3 method="wB97M-V/def2-TZVPD" multiplicity=1 total_charge=+1 gap_ev=8.220 max_force_ev_per_a=1.7 mol_weight_g_mol=300.45 energy_ev=-33286.084 smiles=Cc1nc2c3ccccc3n(CC[NH+]3CCCCC3)c2s1
C -1.17 -4.41 -0.41
C -1.27 -2.96 -0.20
N -2.23 -2.19 -0.50
C -2.03 -0.90 -0.15
C -0.81 -0.66 0.48
N -0.66 0.66 0.79
C -1.81 1.30 0.35
C -2.15 2.65 0.41
C -3.37 3.03 -0.10
C -4.24 2.11 -0.68
C -3.92 0.77 -0.75
C -2.69 0.36 -0.24
H -4.59 0.05 -1.20
H -5.19 2.45 -1.06
H -3.65 4.07 -0.06
H -1.48 3.38 0.86
C 0.48 1.25 1.43
H 0.18 2.19 1.89
H 0.82 0.58 2.23
C 1.61 1.52 0.43
H 1.20 2.06 -0.42
N 2.22 0.25 -0.05
H 1.47 -0.47 -0.01
C 3.31 -0.25 0.83
C 4.58 0.58 0.71
C 5.04 0.66 -0.74
C 3.90 1.20 -1.61
C 2.68 0.31 -1.46
H 1.85 0.67 -2.08
H 2.92 -0.71 -1.77
H 4.20 1.20 -2.66
H 3.67 2.22 -1.33
H 5.91 1.31 -0.82
H 5.33 -0.33 -1.09
H 5.35 0.12 1.32
H 4.42 1.59 1.10
H 2.95 -0.26 1.86
H 3.52 -1.28 0.53
H 2.38 2.14 0.90
S 0.12 -2.10 0.64
H -1.11 -4.94 0.54
H -2.05 -4.75 -0.95
H -0.28 -4.66 -0.99

No. 6
47
Properties=species:S:1:pos:R:3 method="wB97M-V/def2-TZVPD" multiplicity=1 gap_ev=8.639 max_force_ev_per_a=0.8 mol_weight_g_mol=362.45 energy_ev=-40926.266 smiles="Cc1nc(N2CCN(C(=O)CCC(=O)O)CC2)c2c(C)c(C)sc2n1"
C -2.89 -4.31 0.15
C -2.89 -2.82 0.24
N -3.98 -2.24 0.70
C -3.98 -0.92 0.66
C -2.91 -0.12 0.21
C -1.74 -0.86 -0.08
N -1.78 -2.19 -0.12
N -0.53 -0.27 -0.36
C 0.50 -1.14 -0.89
H 0.05 -1.81 -1.61
C 1.57 -0.27 -1.56
N 2.13 0.66 -0.60
C 3.38 0.68 -0.12
O 3.69 1.46 0.78
C 4.39 -0.26 -0.75
H 4.12 -1.29 -0.52
H 4.37 -0.13 -1.83
C 5.82 0.01 -0.25
H 6.00 1.09 -0.23
C 6.08 -0.58 1.14
O 6.79 -1.53 1.31
O 5.46 0.04 2.14
H 4.86 0.75 1.80
H 6.53 -0.45 -0.94
C 1.11 1.50 -0.01
C 0.03 0.64 0.64
H -0.76 1.25 1.06
H 0.49 0.06 1.45
H 1.58 2.14 0.73
H 0.67 2.12 -0.80
H 2.35 -0.91 -1.98
H 1.11 0.30 -2.37
H 0.96 -1.75 -0.09
C -3.27 1.26 0.12
C -4.53 1.49 0.58
S -5.35 0.04 1.11
C -5.25 2.80 0.63
H -4.64 3.55 1.13
H -5.46 3.15 -0.38
H -6.19 2.69 1.16
C -2.45 2.34 -0.52
H -3.09 2.95 -1.16
H -2.00 3.00 0.22
H -1.68 1.89 -1.14
H -1.96 -4.71 0.55
H -2.96 -4.61 -0.89
H -3.74 -4.71 0.70

No. 7
47
Properties=species:S:1:pos:R:3 method="wB97M-V/def2-TZVPD" multiplicity=1 gap_ev=8.050 max_force_ev_per_a=1.3 mol_weight_g_mol=346.39 energy_ev=-32132.785 smiles="O=[N+]([O-])c1ccc(N2CCN(CCO)CC2)cc1NCc1ccco1"
O -5.50 -0.92 1.26
N -4.77 -0.14 0.65
O -5.10 1.03 0.44
C -3.52 -0.60 0.21
C -3.19 -1.94 0.49
C -1.99 -2.47 0.14
C -1.03 -1.68 -0.54
C -1.36 -0.36 -0.84
C -2.59 0.21 -0.49
N -2.89 1.48 -0.82
H -3.77 1.83 -0.44
C -1.99 2.42 -1.43
C -0.90 2.87 -0.51
C -0.70 2.67 0.82
C 0.48 3.39 1.15
C 0.91 3.96 0.00
O 0.08 3.65 -1.02
H 1.75 4.59 -0.23
H 0.93 3.47 2.12
H -1.31 2.10 1.49
H -2.58 3.29 -1.75
H -1.54 1.99 -2.34
H -0.64 0.27 -1.32
N 0.15 -2.24 -0.93
C 1.09 -1.55 -1.78
H 1.65 -2.31 -2.33
C 2.05 -0.69 -0.94
N 2.15 -1.28 0.39
C 2.22 -2.73 0.29
H 2.48 -3.14 1.26
C 0.82 -3.24 -0.13
H 0.92 -4.18 -0.69
H 0.24 -3.43 0.77
H 2.99 -3.06 -0.43
C 3.20 -0.69 1.19
H 4.18 -0.69 0.67
C 2.86 0.76 1.55
O 3.27 1.62 0.50
H 2.92 2.50 0.67
H 3.39 1.03 2.48
H 1.78 0.83 1.73
H 3.29 -1.26 2.11
H 1.68 0.32 -0.82
H 3.04 -0.64 -1.43
H 0.56 -0.94 -2.52
H -1.79 -3.51 0.34
H -3.93 -2.54 1.01

No. 8
49
Properties=species:S:1:pos:R:3 method="wB97M-V/def2-TZVPD" multiplicity=1 gap_ev=8.269 max_force_ev_per_a=1.1 mol_weight_g_mol=394.45 energy_ev=-45017.979 smiles="COCCN(CCOC)S(=O)(=O)c1ccc(NC(=O)c2cnccn2)cc1"
C -0.02 1.15 -2.06
H -0.96 0.79 -1.65
O 0.97 0.28 -1.56
C 2.27 0.63 -1.98
C 3.28 -0.36 -1.38
N 3.22 -0.49 0.05
S 2.48 -1.83 0.67
O 2.78 -2.93 -0.20
O 2.84 -1.93 2.05
C 0.71 -1.54 0.60
C -0.05 -2.18 -0.36
C -1.41 -1.93 -0.43
C -2.00 -1.02 0.46
C -1.22 -0.39 1.42
C 0.13 -0.66 1.49
H 0.75 -0.20 2.25
H -1.68 0.30 2.11
N -3.37 -0.79 0.34
C -4.15 0.09 1.01
O -3.79 0.89 1.85
C -5.58 0.00 0.57
N -5.89 -0.88 -0.39
C -7.16 -0.95 -0.76
C -8.13 -0.15 -0.17
N -7.83 0.71 0.79
C -6.57 0.79 1.16
H -6.32 1.49 1.94
H -9.17 -0.21 -0.46
H -7.39 -1.66 -1.54
H -3.87 -1.35 -0.35
H -2.02 -2.43 -1.17
H 0.43 -2.87 -1.03
C 3.26 0.68 0.89
H 3.26 0.29 1.91
C 4.51 1.53 0.70
O 5.65 0.77 1.01
C 6.84 1.50 0.91
H 7.00 1.87 -0.12
H 7.65 0.82 1.17
H 6.85 2.36 1.59
H 4.44 2.41 1.36
H 4.58 1.90 -0.34
H 2.37 1.31 0.74
H 3.08 -1.36 -1.76
H 4.29 -0.06 -1.69
H 2.35 0.59 -3.08
H 2.51 1.66 -1.67
H -0.05 1.13 -3.15
H 0.16 2.18 -1.73

No. 9
49
Properties=species:S:1:pos:R:3 method="wB97M-V/def2-TZVPD" multiplicity=1 gap_ev=9.066 max_force_ev_per_a=1.7 mol_weight_g_mol=406.54 energy_ev=-52692.090 smiles="CCc1nnc(NC(=O)CSc2nnc(-c3ccoc3C)n2CC(C)C)s1"
C -7.37 1.78 0.11
H -7.52 0.70 0.14
H -7.30 2.15 1.13
H -8.23 2.24 -0.37
C -6.09 2.12 -0.67
C -4.90 1.50 -0.03
N -3.92 2.17 0.46
N -2.96 1.42 0.99
C -3.20 0.16 0.90
N -2.34 -0.80 1.37
C -2.56 -2.13 1.14
O -3.55 -2.56 0.59
C -1.42 -3.01 1.61
H -1.74 -4.05 1.61
H -1.04 -2.71 2.58
S -0.03 -2.93 0.42
C 0.73 -1.47 0.98
N 0.32 -0.71 1.96
N 1.18 0.30 2.09
C 2.12 0.16 1.19
N 1.88 -0.98 0.45
C 2.52 -1.41 -0.77
H 2.17 -2.42 -0.99
H 3.60 -1.43 -0.61
C 2.19 -0.47 -1.94
C 0.68 -0.41 -2.18
H 0.16 0.01 -1.33
H 0.47 0.22 -3.05
H 0.29 -1.40 -2.38
C 2.92 -0.96 -3.19
H 4.00 -0.99 -3.02
H 2.73 -0.29 -4.02
H 2.58 -1.95 -3.46
H 2.55 0.53 -1.69
C 3.22 1.07 0.99
C 4.57 0.80 0.98
O 5.25 1.94 0.77
C 4.36 2.94 0.66
C 3.10 2.47 0.79
H 2.18 3.02 0.75
H 4.75 3.93 0.48
C 5.34 -0.45 1.21
H 6.14 -0.26 1.92
H 5.79 -0.81 0.28
H 4.69 -1.22 1.61
H -1.46 -0.50 1.81
S -4.71 -0.24 0.11
H -6.18 1.74 -1.69
H -5.94 3.20 -0.70

No. 10
41
Properties=species:S:1:pos:R:3 method="wB97M-V/def2-TZVPD" multiplicity=1 total_charge=+1 gap_ev=5.930 max_force_ev_per_a=1.1 mol_weight_g_mol=256.37 energy_ev=-21516.202
C 3.14 4.63 2.07
C 2.08 3.70 1.57
C 1.68 2.60 2.33
C 0.72 1.74 1.86
C 0.10 1.92 0.60
C -0.87 0.98 0.19
C -1.64 0.85 -1.00
C -2.61 -0.17 -1.05
C -3.42 -0.34 -2.15
C -3.29 0.49 -3.24
C -2.33 1.49 -3.24
C -1.51 1.66 -2.15
C 0.51 3.06 -0.12
C 1.47 3.91 0.34
H 3.37 5.39 1.33
H 2.81 5.14 2.98
H 4.06 4.09 2.30
H 2.12 2.44 3.30
H 0.41 0.90 2.46
H -1.08 0.21 0.92
H -2.72 -0.83 -0.20
H -4.15 -1.13 -2.16
H -3.93 0.36 -4.10
H -2.22 2.13 -4.10
H -0.74 2.39 -2.23
H 0.02 3.32 -1.04
H 1.76 4.76 -0.25
C -0.50 -5.54 0.48
C 0.59 -4.49 0.67
O 1.85 -4.97 0.22
C 0.25 -3.17 -0.03
N 1.29 -2.19 0.17
H -1.45 -5.20 0.89
H -0.65 -5.74 -0.58
H -0.23 -6.48 0.96
H 0.72 -4.29 1.75
H 2.47 -4.20 0.14
H 0.15 -3.37 -1.10
H -0.72 -2.80 0.31
H 1.08 -1.32 -0.31
H 1.39 -1.96 1.16